[1]
An isolated molecule of C4H6F3NO at a distorted geometry. Source: the OMol25 dataset; level of theory: ωB97M-V/def2-TZVPD.

Each atom is followed by the atoms it is bonded to, with distances in Å.
Geometry (Å):
1 C 0.43 -1.38 1.02  C2 1.440, H10 1.065, H11 1.193, H12 1.054
2 C -0.16 -0.60 -0.03  C1 1.440, F3 1.405, C4 1.822, C7 1.581
3 F -0.33 -1.25 -1.26  C2 1.405
4 C 0.92 0.83 -0.37  C2 1.822, N5 1.386, O6 1.203
5 N 0.87 1.31 -1.67  C4 1.386, H13 1.000, H14 0.998
6 O 1.63 1.23 0.51  C4 1.203
7 C -1.46 0.24 0.32  C2 1.581, F8 1.404, F9 1.391, H15 1.093
8 F -2.43 -0.55 0.96  C7 1.404
9 F -1.21 1.25 1.24  C7 1.391
10 H -0.28 -2.05 1.45  C1 1.065
11 H 1.42 -1.83 0.53  C1 1.193
12 H 0.66 -0.81 1.88  C1 1.054
13 H 0.25 0.70 -2.17  N5 1.000
14 H 1.49 2.07 -1.88  N5 0.998
15 H -1.79 0.83 -0.53  C7 1.093

* orbital gap: 10.64 eV
* charge: 0
* E_HOMO: -9.867 eV

Per-atom Mulliken charges, elementary charge units: number 1, C, carries -1.401; number 2, C, carries 0.737; number 3, F, carries -0.361; number 4, C, carries 0.479; number 5, N, carries -0.406; number 6, O, carries -0.552; number 7, C, carries 0.216; number 8, F, carries -0.282; number 9, F, carries -0.261; number 10, H, carries 0.412; number 11, H, carries 0.279; number 12, H, carries 0.383; number 13, H, carries 0.252; number 14, H, carries 0.261; number 15, H, carries 0.244

[2]
The ion C7H5N2O2 with charge -1 at a distorted geometry. Source: the OMol25 dataset; level of theory: ωB97M-V/def2-TZVPD.

Each atom is followed by the atoms it is bonded to, with distances in Å.
Geometry (Å):
1 C -0.26 1.77 0.69  C5 1.350, N8 1.178
2 C 0.69 -1.85 -0.16  C6 1.357, N9 1.131
3 C -1.57 0.03 1.86  C5 1.635, O10 1.178, O11 1.227
4 C -0.94 -0.16 -0.74  C5 1.436, C6 1.526, H12 1.095, H13 1.095
5 C -0.87 0.59 0.49  C1 1.350, C3 1.635, C4 1.436
6 C 0.52 -0.62 -0.69  C2 1.357, C4 1.526, C7 1.483
7 C 1.70 0.21 -1.05  C6 1.483, H14 1.261, H15 1.055, H16 1.164
8 N 0.14 2.86 0.88  C1 1.178
9 N 0.89 -2.82 0.39  C2 1.131
10 O -0.89 -0.17 2.80  C3 1.178
11 O -2.76 -0.09 1.59  C3 1.227
12 H -1.62 -1.01 -0.67  C4 1.095
13 H -1.04 0.40 -1.68  C4 1.095
14 H 2.64 -0.63 -1.00  C7 1.261
15 H 1.78 1.11 -0.52  C7 1.055
16 H 1.59 0.36 -2.20  C7 1.164

* orbital gap (alpha / beta): 6.94 / 7.77 eV
* charge: -1
* E_HOMO (alpha / beta): -4.433 / -4.947 eV

Per-atom Mulliken charges, elementary charge units: number 1, C, carries 0.284; number 2, C, carries 0.184; number 3, C, carries 0.404; number 4, C, carries -0.435; number 5, C, carries 0.391; number 6, C, carries 0.219; number 7, C, carries -1.041; number 8, N, carries -0.641; number 9, N, carries -0.551; number 10, O, carries -0.627; number 11, O, carries -0.688; number 12, H, carries 0.355; number 13, H, carries 0.303; number 14, H, carries 0.264; number 15, H, carries 0.346; number 16, H, carries 0.234

Energy above the lowest of the compared OMol25 structures with the same formula, charge and spin / kJ/mol: 173.81; 228.32